No. 1
47
Properties=species:S:1:pos:R:3:forces:R:3 method="wB97M-V/def2-TZVPD" largest_force_ev_per_a=1.1 homo_ev="-17.4 / -17.5" homo_lumo_gap_ev="5.426 / 5.925" total_charge=+3 s_squared=0.789 multiplicity=2
C -0.8424 2.6228 -1.6749 0.15 -0.09 -0.03
C -1.3831 0.9513 -3.9173 0.00 0.01 -0.04
O 1.1970 -1.8778 0.2702 0.30 0.41 -0.12
C -1.6629 2.3463 -3.9477 0.02 -0.02 0.02
C 4.0154 1.4313 1.0212 0.00 0.01 -0.01
H 2.4669 -0.3716 -1.3665 -0.01 0.01 0.02
C -0.8580 0.4912 -2.7514 -0.07 -0.02 0.05
C 2.5354 -3.7129 1.0097 -0.01 0.00 0.00
Cl -0.4468 -1.2146 -2.5157 0.18 -0.01 0.20
Cl -2.3202 3.0038 -5.3346 -0.02 0.02 -0.03
Re 0.2297 -0.1069 -0.3194 -1.03 -0.34 0.27
C -1.4037 3.1688 -2.8218 -0.01 -0.04 -0.01
H -4.7388 -2.6246 -1.1323 0.00 0.00 0.00
C 3.7657 2.4602 1.9187 0.01 0.00 0.00
S -2.4515 -0.0908 3.2183 -0.03 -0.01 0.04
H 4.5819 3.0041 2.3760 0.00 0.00 0.00
C -2.5486 -0.9455 0.7825 -0.03 0.16 0.00
H 0.4095 2.3471 1.7426 -0.01 0.00 -0.01
C -4.5731 -1.4809 2.0475 0.00 0.01 0.00
H -6.0539 -2.5513 0.9490 0.00 0.00 0.00
C -5.0738 -2.0956 0.9198 0.01 0.00 -0.02
N 1.6706 1.0440 0.7442 0.16 -0.04 -0.20
H 4.1487 -0.0900 -1.1134 0.00 0.00 0.01
H 4.3209 -2.0683 0.0534 0.00 -0.01 -0.01
C 2.3577 -2.3634 0.4201 0.02 -0.05 0.00
Cl -1.6934 -0.0677 -5.2387 0.00 0.01 0.01
H 3.5824 -3.9936 1.0917 0.00 0.00 0.00
Cl -1.7915 4.8201 -2.8979 -0.01 0.00 0.00
C -0.5372 1.2292 -1.5857 0.31 0.14 -0.11
N 3.3973 -1.6602 0.0016 0.02 -0.04 0.01
C 1.4392 2.0772 1.5764 -0.02 -0.05 0.06
Cl -0.5785 3.6331 -0.3318 0.01 0.01 0.01
C -3.0692 -1.5638 -0.3489 -0.02 0.02 -0.02
H 2.0097 -4.4390 0.3875 0.00 0.00 0.00
N -1.2975 -0.2861 0.9486 0.05 -0.01 -0.06
H 5.0304 1.1722 0.7488 0.00 0.00 0.00
H 2.1934 3.6025 2.8543 0.00 0.00 0.00
C 3.2391 -0.3380 -0.5685 0.04 0.06 -0.10
C -1.1741 0.1815 2.2032 0.05 -0.17 0.04
H -0.2770 0.6584 2.5588 0.01 0.01 -0.01
H 2.0726 -3.7333 1.9970 0.00 0.00 0.00
C 2.4491 2.7905 2.1878 -0.02 -0.01 0.03
H -5.1407 -1.4416 2.9677 0.00 0.00 0.00
H -2.5284 -1.6177 -1.2774 -0.01 0.01 0.00
C -4.3253 -2.1344 -0.2615 -0.01 0.00 0.02
C -3.3062 -0.9120 1.9572 0.00 -0.01 0.01
C 2.9635 0.7455 0.4517 -0.04 0.03 0.01

=====

No. 2
19
Properties=species:S:1:pos:R:3:forces:R:3 method="wB97M-V/def2-TZVPD" largest_force_ev_per_a=5.0 homo_ev=-5.4 homo_lumo_gap_ev=8.483 total_charge=-1 multiplicity=1
H 2.2118 2.3244 0.9364 0.04 -0.06 -0.25
H -1.3782 -3.9096 -0.8576 0.06 -0.61 2.08
H 3.1698 1.2234 -2.2516 0.13 -1.95 0.72
O 3.2988 0.2864 -1.8996 -2.10 1.05 -1.08
O -1.2792 -3.9926 0.1504 0.99 3.10 -2.31
O 2.0938 1.5354 1.4644 1.08 2.72 2.65
I 0.1948 -0.9306 -0.3726 0.18 0.12 -0.19
H -3.5702 -1.5196 -0.3076 -0.21 0.10 0.21
H 0.2168 2.3644 -0.6666 -0.76 -0.95 -1.42
O -0.1992 2.3714 -1.5656 0.19 -0.38 -0.27
H -0.3352 0.8794 3.3824 0.89 0.18 1.22
H -0.8282 -3.0326 0.2394 -1.15 -2.71 0.26
H 2.3678 -0.1306 -1.9826 1.96 0.93 0.44
O -1.0622 0.7704 2.7984 -0.06 -0.01 -1.50
O -3.3552 -0.6656 0.0874 -4.87 -0.70 0.43
H -0.3192 1.4564 -1.9656 0.55 1.43 1.70
H -2.4782 -0.6206 -0.0686 4.98 0.61 -0.60
H -0.5562 0.7264 1.9554 -0.82 -0.19 0.30
H 1.8078 0.8634 0.9244 -1.08 -2.68 -2.38

=====

No. 3
78
Properties=species:S:1:pos:R:3:forces:R:3 method="wB97M-V/def2-TZVPD" largest_force_ev_per_a=7.2 homo_ev=-9.5 smiles="N#CO[C@]1(PP(=O)(O)O)[C@@](S)(S(=O)(=O)C(F)(F)C(F)(F)F)[C@H](COCOCCO)[C@H](Br)OS1(=O)=O.O=[N+]([O-])c1ccccc1.O=[N+]([O-])c1ccccc1" homo_lumo_gap_ev=8.289 multiplicity=1
C -2.6529 8.0188 -0.4174 -0.21 -0.16 0.08
N 2.8172 -4.3844 1.9254 -4.93 3.22 2.43
C 2.1307 -2.4064 -7.1723 0.85 0.14 -0.17
H 5.8311 -1.8174 -8.0915 -0.13 -0.01 0.03
O -4.2083 3.5808 -0.6764 0.44 0.37 -0.04
H 0.9276 -2.7114 -2.0990 -1.29 -0.58 -0.73
O -1.9065 -2.6439 -1.7684 0.46 -0.90 1.73
H -0.4260 1.0804 2.1932 -1.05 -0.81 -1.17
H -1.0554 -4.6618 -1.7458 -0.24 1.36 -0.62
H 5.8332 -2.1743 4.0395 -0.20 0.94 0.56
N 0.7321 -2.6536 -6.8145 -0.65 -0.17 0.06
O 0.3662 -2.3316 -5.6910 0.22 0.01 -1.14
C -1.1522 -3.7183 -2.3879 0.50 -0.90 -1.57
O 0.7468 -2.8241 2.1830 3.27 -0.89 1.30
H 2.6485 -1.5860 -5.2355 -0.14 -0.11 -0.20
H -3.3400 -2.1804 2.2999 1.84 0.33 -0.49
H -2.6805 -3.8635 -0.2169 0.97 1.28 -0.07
H 2.0540 -4.3385 -2.9659 -1.16 0.03 -0.15
C 4.7882 -1.9783 -7.8344 -0.04 -0.01 0.00
C 1.0348 -1.5110 2.8113 -1.60 -0.11 0.94
O 4.8122 -1.0095 2.0630 -1.92 0.49 3.42
H -0.9107 -3.2178 -0.0199 -1.56 0.50 -0.09
H 0.2471 -2.6804 -3.8446 -0.09 -0.91 2.18
Br -2.4752 1.4330 0.7143 1.25 -1.10 0.33
F -1.9099 2.0861 3.9693 1.21 -1.96 2.41
H -1.5764 6.4077 -1.3311 -0.22 -0.16 0.07
P 2.4801 -1.8835 3.9937 0.52 -0.08 1.04
S -0.1137 0.1821 4.9210 5.88 0.62 3.76
C -4.7864 7.4627 0.5675 0.24 -0.04 -0.13
S -0.7620 -2.7065 4.5663 -0.11 -0.11 -0.25
H -1.7316 -4.0281 -3.3435 0.88 0.50 1.63
C -1.5311 1.3609 5.1227 -3.89 0.41 -0.35
F -2.6870 0.5677 5.4961 2.62 1.50 -1.02
C -1.9866 -2.9448 -0.3439 0.58 -0.87 -0.50
C -3.4698 5.7591 -0.5027 -0.12 0.83 0.25
H 4.9775 1.1523 4.4573 -0.86 -0.33 -0.66
C -2.2796 -2.0393 1.8489 -1.25 -1.17 -0.59
H -1.7606 -3.0467 1.9521 -0.32 1.57 0.32
O 1.1140 -4.4877 -3.2088 -0.18 0.55 0.48
O -0.0626 -0.1835 0.5617 0.83 -0.23 2.50
O 0.0002 -0.5114 6.2758 -1.31 2.01 -4.08
S 1.4235 -0.3973 1.3754 4.74 1.13 -5.37
C -1.3246 2.4288 6.3201 0.17 3.16 0.77
H -5.6813 7.7668 1.1004 0.10 -0.09 -0.07
O 2.2635 -1.2027 0.3985 -3.45 1.83 3.46
C 4.3278 -1.6417 -6.5647 -0.13 -0.10 -0.20
O 5.5110 -1.3832 4.5476 -2.46 0.32 -1.69
O 1.1144 1.0359 4.6229 -4.11 -2.22 -0.10
C -1.5779 -0.7924 2.5682 -0.35 1.43 -1.03
F -0.0879 2.3421 6.9867 -3.63 -0.12 -1.45
H 4.2823 -2.7791 -9.7652 -0.10 0.02 0.11
C -3.8053 8.4021 0.2628 0.00 -0.04 -0.01
C -4.6224 6.1353 0.1848 -0.09 -0.04 0.03
H -3.9402 9.4391 0.5562 0.02 -0.13 -0.03
O 2.0748 0.9028 1.7189 -2.86 -3.31 0.20
H -1.9069 -2.4858 5.3219 0.92 0.69 -0.78
C -1.0118 0.3391 1.5250 0.03 0.48 1.94
H 1.9173 -3.1652 -9.1895 -0.05 0.07 0.26
O 4.1917 0.9109 3.8998 0.99 -3.16 0.39
H -2.4407 -0.2401 3.1141 1.73 -0.94 -0.58
C 2.5840 -2.7385 -8.4478 -0.04 -0.05 -0.08
C -2.4789 6.6932 -0.8017 0.08 -0.01 -0.05
H 5.0100 -1.2173 -5.8353 -0.13 -0.05 -0.06
O -2.2708 4.0700 -1.5114 -0.66 0.20 0.37
F -1.3484 3.7341 5.7120 0.14 -3.33 1.62
N -3.3026 4.3673 -0.9274 0.25 -0.54 -0.31
F -2.4445 2.4117 7.1980 3.43 -0.30 -2.08
C 1.8954 -3.6940 2.3202 1.99 -1.34 -3.79
H -1.8908 8.7552 -0.6509 -0.07 -0.14 0.01
C -0.3735 -1.1381 3.5767 -1.60 -1.12 -0.38
O -2.5118 -1.8395 0.4166 1.10 -0.56 0.33
O 0.0109 -3.1707 -7.6554 0.43 0.30 0.48
C 2.9945 -1.8526 -6.2285 -0.02 0.00 0.08
H 2.2015 -1.4115 5.3424 -0.20 0.24 -1.16
C 0.3186 -3.2964 -2.8713 0.58 0.80 -0.36
P 4.2999 -0.7484 3.4799 3.96 1.82 -2.09
C 3.9183 -2.5214 -8.7759 -0.05 0.08 0.27
H -5.3959 5.4138 0.4255 0.23 -0.04 -0.14

=====

Calculated ΔE to the lowest compared entry with this formula, charge and spin in order - 0.157; 1.255; 5.963 eV